Entry 1:
The following is a quantum chemistry calculation of 2 unconnected molecules or ions with the total composition C20H49BBrFIN5O10P3 in a non-equilibrium geometry, from OMol25.

The geometry in XYZ format:
```
91
C20H49BBrFIN5O10P3 | OMol25 | ωB97M-V/def2-TZVPD
C 1.265 -1.366 1.493
C 0.132 -0.354 1.732
O 0.375 0.913 1.100
P 0.364 0.869 -0.536
O 1.749 0.681 -0.976
C -0.237 2.501 -1.106
C -0.476 2.400 -2.631
C -1.926 1.946 -2.963
C -2.867 3.157 -3.131
O -2.356 4.285 -2.524
Br -2.835 3.553 -5.107
O -4.219 2.895 -2.859
C -4.600 2.998 -1.512
F -3.623 2.637 -0.615
C -5.094 4.451 -1.211
C -4.176 5.284 -0.307
O -3.878 5.061 0.764
I -3.399 7.154 -1.174
C -5.793 1.938 -1.328
N -6.710 2.184 -2.454
P -7.935 1.065 -2.847
N -8.308 0.093 -1.485
O -7.165 -0.011 -3.891
B -5.013 0.508 -1.407
N -4.486 -0.010 -2.609
O -4.805 -0.250 -0.255
P -6.593 2.035 0.401
N -7.984 3.086 0.204
O -5.586 2.868 1.437
O -0.619 -0.323 -1.023
C -0.049 -1.193 -2.021
C -1.239 -1.825 -2.768
H 1.438 -1.556 0.433
H 0.981 -2.328 1.939
H 2.162 -0.964 1.971
H -0.852 -0.770 1.491
H 0.119 -0.158 2.810
H 0.523 3.235 -0.829
H -1.145 2.741 -0.541
H 0.175 1.599 -3.006
H -0.194 3.300 -3.177
H -2.257 1.346 -2.115
H -1.894 1.321 -3.852
H -2.631 5.036 -3.076
H -6.108 4.491 -0.804
H -5.137 4.955 -2.180
H -7.075 3.128 -2.486
H -9.285 -0.168 -1.530
H -7.713 -0.732 -1.429
H -7.883 -0.574 -4.215
H -4.782 0.492 -3.440
H -4.588 -1.013 -2.708
H -4.293 0.272 0.380
H -8.025 3.767 0.956
H -8.009 3.538 -0.706
H -5.739 2.588 2.346
H 0.524 -2.017 -1.588
H 0.556 -0.660 -2.754
H -0.968 -2.778 -3.231
H -1.616 -1.160 -3.550
H -2.063 -2.012 -2.072
C 5.716 -2.357 0.344
C 6.506 -3.253 1.277
N 7.403 -2.518 2.258
C 8.395 -1.706 1.464
C 8.249 -3.516 3.030
C 7.516 -4.478 3.951
C 6.672 -1.525 3.153
C 5.480 -2.012 3.960
O 4.467 -2.506 3.115
C 3.583 -3.440 3.731
H 6.359 -1.807 -0.342
H 5.061 -2.978 -0.267
H 5.085 -1.645 0.871
H 7.167 -3.896 0.691
H 5.848 -3.903 1.840
H 8.898 -2.367 0.763
H 9.112 -1.270 2.157
H 7.871 -0.914 0.938
H 8.972 -2.938 3.604
H 8.791 -4.085 2.275
H 7.319 -4.027 4.921
H 8.163 -5.333 4.151
H 6.587 -4.864 3.538
H 6.341 -0.725 2.492
H 7.427 -1.120 3.827
H 5.081 -1.149 4.507
H 5.767 -2.748 4.709
H 3.656 -3.445 4.820
H 3.808 -4.441 3.351
H 2.566 -3.185 3.442
```

Its HOMO energy is -0.33231 hartree. Its charge is +1. For the frontier orbital gap, the calculation gives 6.7866 eV.

***

Entry 2:
The following is a quantum chemistry calculation of a molecular structure, C20H49BI2NO7 in a non-equilibrium geometry, from OMol25.

The geometry in XYZ format:
```
80
C20H49BI2NO7 | OMol25 | ωB97M-V/def2-TZVPD
C 3.843 2.132 -0.531
C 3.665 3.533 -0.017
I 5.255 4.834 -0.514
C 2.594 3.908 0.689
I 2.346 5.889 1.414
C 1.399 3.062 1.079
O 1.609 1.710 1.289
B 0.703 1.009 0.315
O -0.437 1.982 0.189
C 0.152 3.226 0.130
N 0.427 3.612 -1.263
H 4.873 1.958 -0.824
H 3.184 1.916 -1.367
H 3.610 1.426 0.258
H 1.060 3.486 2.031
H 1.236 0.908 -0.812
H 0.367 -0.101 0.693
H -0.465 4.022 0.537
H 0.465 4.620 -1.330
H 1.323 3.255 -1.564
C 3.173 -2.255 -2.195
C 4.584 -1.756 -1.930
C 5.582 -2.900 -1.816
O 4.598 -0.945 -0.762
H 2.828 -2.894 -1.379
H 2.480 -1.417 -2.252
H 3.120 -2.826 -3.126
H 4.888 -1.087 -2.738
H 5.316 -3.552 -0.980
H 6.587 -2.523 -1.626
H 5.605 -3.505 -2.724
H 4.312 -1.479 -0.015
C -4.996 4.274 1.252
C -3.605 4.030 0.679
C -3.560 2.785 -0.193
O -2.644 3.936 1.723
H -5.302 3.440 1.887
H -5.004 5.174 1.870
H -5.736 4.391 0.456
H -3.299 4.896 0.088
H -3.822 1.904 0.399
H -2.555 2.623 -0.581
H -4.264 2.863 -1.027
H -2.852 3.160 2.252
C -8.597 4.845 3.012
C -8.401 3.350 3.220
C -9.511 2.748 4.069
O -7.127 3.092 3.801
H -8.578 5.366 3.973
H -7.793 5.251 2.398
H -9.550 5.056 2.526
H -8.376 2.852 2.250
H -9.520 3.207 5.061
H -9.352 1.677 4.200
H -10.489 2.902 3.611
H -7.097 3.518 4.663
C -2.260 -1.876 -1.504
C -0.903 -2.185 -2.118
C -0.976 -3.338 -3.112
O 0.049 -2.454 -1.101
H -2.630 -2.744 -0.949
H -2.170 -1.044 -0.806
H -2.995 -1.617 -2.269
H -0.531 -1.293 -2.623
H -1.307 -4.251 -2.608
H 0.008 -3.533 -3.540
H -1.674 -3.122 -3.923
H -0.244 -3.226 -0.608
C 6.060 -6.913 0.792
C 6.179 -6.768 -0.717
C 6.608 -8.071 -1.376
O 7.081 -5.717 -1.050
H 7.028 -7.182 1.224
H 5.746 -5.971 1.242
H 5.338 -7.685 1.061
H 5.217 -6.456 -1.127
H 7.592 -8.375 -1.008
H 6.681 -7.946 -2.456
H 5.901 -8.874 -1.165
H 7.948 -5.947 -0.704
```

Its HOMO energy is -0.15536 hartree. Its charge is -1. For the frontier orbital gap, the calculation gives 6.4505 eV.

***

Q: The highest frontier orbital gap belongs to which entry?
A: C20H49BBrFIN5O10P3